[1]
The following is a quantum chemistry calculation of a structure of composition C44H56N7O3S2Si3V, from OMol25.

```
! RIJCOSX wB97M-V def2-TZVPD def2/J DEFGRID3
* xyz -1 4
V 0.312 0.168 -0.271
C 3.885 3.538 -5.460
C 2.896 2.681 -4.716
C 2.524 1.417 -5.177
C 1.689 0.606 -4.443
C 1.136 0.991 -3.197
N 0.469 0.106 -2.404
C -0.351 -0.818 -3.038
C -1.256 -0.456 -4.047
C -2.077 -1.387 -4.653
C -2.073 -2.729 -4.275
C -3.053 -3.714 -4.849
C -1.197 -3.102 -3.271
C -0.352 -2.173 -2.683
N 0.661 -2.651 -1.806
C 1.523 -3.646 -2.099
C 2.508 -3.635 -1.141
C 2.162 -2.567 -0.305
N 1.035 -1.986 -0.698
C 1.438 2.311 -2.801
C 2.336 3.097 -3.522
N 0.795 2.947 -1.699
C 0.470 4.256 -1.662
C -0.106 4.515 -0.444
C -0.110 3.276 0.203
N 0.420 2.335 -0.561
H 3.805 3.384 -6.537
H 4.916 3.307 -5.174
H 3.721 4.598 -5.261
H 2.924 1.052 -6.118
H 1.451 -0.386 -4.808
H -1.308 0.589 -4.323
H -2.771 -1.056 -5.419
H -3.496 -3.335 -5.770
H -3.861 -3.893 -4.135
H -2.579 -4.673 -5.068
H -1.175 -4.127 -2.915
H 1.381 -4.243 -2.983
H 3.359 -4.288 -1.062
H 2.687 -2.197 0.556
H 2.598 4.073 -3.128
H 0.633 4.886 -2.518
H -0.501 5.450 -0.088
H -0.500 3.010 1.166
C -1.257 0.823 4.987
Si -1.508 0.490 3.127
C -2.985 -0.696 3.028
C -2.227 2.152 2.580
C 0.004 -0.203 2.297
Si 0.038 -2.016 2.688
C 1.748 -2.885 2.679
C -0.429 -2.481 4.484
C -1.099 -3.049 1.573
Si 1.518 0.637 2.835
C 2.347 0.061 4.446
C 1.449 2.522 3.060
C 2.875 0.453 1.494
C 4.240 0.497 1.780
C 5.173 0.460 0.758
C 4.722 0.379 -0.550
C 3.359 0.321 -0.772
N 2.457 0.356 0.215
H -2.223 1.036 5.457
H -0.622 1.701 5.141
H -0.802 -0.013 5.520
H -3.905 -0.122 3.164
H -2.952 -1.472 3.792
H -3.045 -1.190 2.058
H -3.189 2.251 3.092
H -2.420 2.220 1.511
H -1.618 3.006 2.887
H 2.613 -2.222 2.615
H 1.823 -3.613 1.871
H 1.840 -3.435 3.620
H 0.363 -2.143 5.161
H -0.452 -3.575 4.536
H -1.374 -2.108 4.867
H -1.484 -2.466 0.732
H -1.957 -3.432 2.133
H -0.563 -3.907 1.159
H 1.606 0.110 5.249
H 3.167 0.728 4.727
H 2.729 -0.959 4.415
H 0.461 2.883 3.348
H 1.741 3.044 2.147
H 2.147 2.814 3.849
H 4.560 0.557 2.812
H 6.234 0.493 0.976
H 5.405 0.346 -1.388
H 2.962 0.217 -1.774
O -4.213 0.504 0.601
C -4.575 1.587 -0.114
C -5.820 2.166 0.125
C -6.196 3.298 -0.576
C -5.341 3.859 -1.518
C -4.112 3.265 -1.758
C -3.710 2.128 -1.067
C -2.357 1.513 -1.377
O -1.788 1.896 -2.392
O -1.920 0.643 -0.520
H -3.263 0.314 0.316
H -6.468 1.720 0.870
H -7.163 3.748 -0.382
H -5.635 4.748 -2.063
H -3.427 3.660 -2.496
S -4.000 -2.217 -1.596
C -4.565 -2.851 -0.192
N -4.985 -2.165 0.874
C -5.548 -2.901 1.983
C -4.890 -4.275 1.929
S -4.648 -4.587 0.156
H -4.942 -1.147 0.830
H -6.635 -2.991 1.874
H -5.328 -2.390 2.920
H -5.509 -5.050 2.373
H -3.916 -4.258 2.418
*
```

The value obtained for the electronic energy is -134109.468 eV. The LUMO energy (alpha / beta) is 2.38 / 2.38 eV. The energy above the lowest of the compared OMol25 structures with the same formula, charge and spin is 0.0 kcal per mole. Its frontier orbital gap (alpha / beta) is 6.094 / 6.544 eV.


[2]
The following is a quantum chemistry calculation of the molecule C19H19N3OS in a non-equilibrium geometry, from OMol25.

```
! RIJCOSX wB97M-V def2-TZVPD def2/J DEFGRID3
* xyz 0 1
C -4.146 -1.849 0.668
C -4.430 -0.818 -0.256
N -5.565 -0.851 -0.910
C -5.611 0.358 -1.629
C -4.512 1.105 -1.379
N -3.728 0.413 -0.543
C -2.834 1.106 0.338
C -1.395 0.579 0.056
C -0.994 1.202 -1.286
C 0.321 0.642 -1.815
C 1.355 0.452 -0.666
C 0.990 0.472 0.686
C 2.157 0.241 1.541
C 2.447 0.432 2.822
C 3.658 -0.113 3.328
C 4.581 -0.632 2.443
C 4.281 -0.771 1.084
C 3.062 -0.285 0.696
N 2.597 -0.124 -0.591
C 3.571 -0.298 -1.688
C 4.407 -1.636 -1.479
S 5.496 -1.525 -0.017
C -0.353 0.984 1.049
O -0.443 1.479 2.163
H -3.764 -2.652 0.175
H -5.080 -2.162 1.174
H -3.403 -1.595 1.451
H -6.531 0.658 -2.144
H -4.391 2.080 -1.710
H -2.754 2.216 0.234
H -3.017 1.055 1.386
H -1.384 -0.513 0.108
H -1.862 1.106 -1.992
H -0.978 2.296 -1.158
H 0.271 -0.379 -2.286
H 0.665 1.299 -2.596
H 1.923 1.162 3.456
H 3.735 -0.022 4.394
H 5.524 -1.010 2.772
H 3.182 -0.308 -2.640
H 4.254 0.552 -1.664
H 4.977 -1.943 -2.417
H 3.721 -2.402 -1.160
*
```

The value obtained for the electronic energy is -37362.738 eV. The LUMO energy is 0.44 eV. The energy above the lowest of the compared OMol25 structures with the same formula, charge and spin is 81.1 kcal per mole. As for the SMILES: Cc1nccn1C[C@H]1CCc2c(c3cccc4c3n2CCS4)C1=O. Its frontier orbital gap is 8.102 eV.


[3]
The following is a quantum chemistry calculation of a cluster of 2 separate species, C2H2N2O4 in total in a non-equilibrium geometry, from OMol25.

```
! RIJCOSX wB97M-V def2-TZVPD def2/J DEFGRID3
* xyz 0 1
C -1.411 0.187 -0.283
C 1.442 0.055 0.187
H -1.555 -0.040 1.916
H 1.230 -1.090 -1.615
N -0.648 0.776 0.761
N 0.743 -0.388 -0.923
O -2.651 0.100 -0.272
O 0.770 0.609 1.230
O 2.671 0.007 0.351
O -0.590 -0.215 -1.351
*
```

The value obtained for the electronic energy is -13269.266 eV. The LUMO energy is -1.76 eV. The energy above the lowest of the compared OMol25 structures with the same formula, charge and spin is 136.3 kcal per mole. Its frontier orbital gap is 8.893 eV.


[4]
The following is a quantum chemistry calculation of a cluster of 2 separate species, C4H11N3 in total in a non-equilibrium geometry, from OMol25.

```
! RIJCOSX wB97M-V def2-TZVPD def2/J DEFGRID3
* xyz 0 1
N 2.281 1.288 -0.268
C 1.844 0.155 -1.017
C 0.901 -0.819 -0.379
N 2.360 -1.146 -0.671
H 2.483 1.008 0.687
H 3.142 1.657 -0.660
H 1.665 0.399 -2.062
H 0.751 -0.766 0.691
H 0.183 -1.360 -0.985
H 2.479 -1.775 -1.458
H -3.449 -1.143 -0.061
N -2.739 -0.643 -0.595
C -2.040 0.150 0.077
C -2.159 0.519 1.520
H -1.142 0.602 -0.457
H -1.190 0.464 1.999
H -2.513 1.550 1.606
H -2.857 -0.139 2.033
*
```

The value obtained for the electronic energy is -8794.843 eV. The LUMO energy is 1.09 eV. The energy above the lowest of the compared OMol25 structures with the same formula, charge and spin is 64.0 kcal per mole. As for the SMILES: N[C@@H]1CN1.[H]/N=C\C. Its frontier orbital gap is 10.553 eV.


[5]
The following is a quantum chemistry calculation of the molecule C16H19N3S, from OMol25.

```
! RIJCOSX wB97M-V def2-TZVPD def2/J DEFGRID3
* xyz 0 1
C 4.209 -1.388 -1.135
C 3.597 -1.409 0.262
C 2.069 -1.271 0.231
C 1.397 -2.572 -0.225
C 1.476 -0.872 1.567
C 2.114 -1.174 2.762
C 1.556 -0.850 3.986
C 0.338 -0.198 4.038
C -0.322 0.110 2.865
C 0.225 -0.241 1.637
N -0.460 0.081 0.454
C -1.788 0.008 0.224
S -2.907 -0.660 1.237
N -2.230 0.446 -0.997
C -1.590 1.173 -1.990
C -2.045 1.059 -3.308
C -1.418 1.778 -4.305
C -0.352 2.599 -3.960
N 0.062 2.744 -2.714
C -0.537 2.066 -1.756
H 3.959 -0.463 -1.652
H 3.853 -2.224 -1.733
H 5.292 -1.459 -1.069
H 4.014 -0.579 0.836
H 3.876 -2.341 0.756
H 1.849 -0.488 -0.507
H 0.315 -2.464 -0.238
H 1.726 -2.853 -1.222
H 1.645 -3.377 0.464
H 3.064 -1.683 2.743
H 2.077 -1.107 4.897
H -0.101 0.071 4.987
H -1.271 0.620 2.896
H 0.123 0.216 -0.363
H -3.182 0.162 -1.194
H -2.882 0.412 -3.530
H -1.749 1.706 -5.329
H 0.181 3.176 -4.702
H -0.182 2.276 -0.756
*
```

The value obtained for the electronic energy is -32206.458 eV. The LUMO energy is 0.44 eV. The energy above the lowest of the compared OMol25 structures with the same formula, charge and spin is 6.4 kcal per mole. As for the SMILES: CC[C@@H](C)c1ccccc1NC(=S)Nc1cccnc1. Its frontier orbital gap is 8.660 eV.


[6]
The following is a quantum chemistry calculation of the molecule C6H12OS in a non-equilibrium geometry, from OMol25.

```
! RIJCOSX wB97M-V def2-TZVPD def2/J DEFGRID3
* xyz 0 1
C -1.777 0.231 -1.635
S -2.332 -0.226 -0.008
O -3.079 0.913 0.564
C -0.555 -0.002 0.464
C -0.188 1.391 0.920
C 0.842 2.069 -0.066
C 0.350 -1.199 0.604
C -0.249 -2.581 0.432
H -1.776 1.238 -2.034
H -1.698 -0.561 -2.300
H -1.118 2.085 1.149
H 0.373 1.325 1.933
H 1.688 1.417 -0.121
H 1.136 3.059 0.221
H 0.189 2.182 -0.941
H 1.293 -1.119 0.110
H 0.511 -1.163 1.667
H -0.808 -2.742 -0.550
H -0.996 -2.786 1.123
H 0.441 -3.403 0.367
*
```

The value obtained for the electronic energy is -19294.704 eV. The LUMO energy (alpha / beta) is -0.02 / -0.22 eV. The energy above the lowest of the compared OMol25 structures with the same formula, charge and spin is 108.0 kcal per mole. As for the SMILES: C=S(=O)=C(CC)CC. Its frontier orbital gap (alpha / beta) is 8.170 / 7.628 eV.


[7]
The following is a quantum chemistry calculation of the molecule C23H17NO4, from OMol25.

```
! RIJCOSX wB97M-V def2-TZVPD def2/J DEFGRID3
* xyz 0 1
O -0.571 -4.076 -2.473
C -1.382 -3.810 -1.618
C -2.891 -3.752 -1.914
O -3.505 -2.652 -1.261
C -2.758 -1.498 -1.207
C -1.888 -1.102 -2.229
C -1.020 -0.052 -2.033
C -1.001 0.621 -0.812
O -0.037 1.555 -0.626
C 0.054 2.171 0.569
C 1.208 3.073 0.663
C 2.353 2.800 -0.086
C 3.458 3.625 0.004
C 3.434 4.734 0.833
C 2.296 5.017 1.573
C 1.189 4.194 1.491
C -0.814 1.945 1.583
C -1.907 0.999 1.474
O -2.700 0.768 2.372
C -1.937 0.301 0.174
C -2.820 -0.754 -0.042
N -1.093 -3.484 -0.326
C 0.027 -2.766 0.121
C 1.173 -2.614 -0.651
C 2.189 -1.784 -0.211
C 2.082 -1.112 0.994
C 0.953 -1.289 1.777
C -0.070 -2.111 1.346
H -3.027 -3.713 -3.001
H -3.396 -4.644 -1.532
H -1.864 -1.637 -3.165
H -0.321 0.237 -2.801
H 2.370 1.931 -0.725
H 4.342 3.402 -0.575
H 4.297 5.379 0.901
H 2.272 5.886 2.213
H 0.300 4.431 2.054
H -0.689 2.449 2.527
H -3.514 -1.015 0.743
H -1.890 -3.408 0.296
H 1.253 -3.127 -1.595
H 3.071 -1.661 -0.822
H 2.873 -0.456 1.325
H 0.859 -0.774 2.721
H -0.957 -2.228 1.951
*
```

The value obtained for the electronic energy is -33807.281 eV. The LUMO energy is -0.19 eV. The energy above the lowest of the compared OMol25 structures with the same formula, charge and spin is 0.0 kcal per mole. As for the SMILES: O=C(COc1ccc2oc(-c3ccccc3)cc(=O)c2c1)Nc1ccccc1. Its frontier orbital gap is 8.351 eV.


[8]
The following is a quantum chemistry calculation of a cluster of 2 separate species, C7H12O in total, from OMol25.

```
! RIJCOSX wB97M-V def2-TZVPD def2/J DEFGRID3
* xyz 0 1
C 1.557 -1.766 -2.523
C 0.450 -2.274 -1.998
C -0.187 -2.011 -0.700
C -0.957 -0.947 -0.489
C -1.767 -0.592 0.693
C -1.246 0.064 1.723
C -2.025 0.490 2.938
H 2.248 -1.129 -1.979
H 1.794 -2.013 -3.551
H 0.027 -3.073 -2.607
H 0.100 -2.686 0.101
H -0.998 -0.247 -1.330
H -2.821 -0.830 0.705
H -0.204 0.348 1.702
H -2.803 1.209 2.678
H -2.456 -0.353 3.476
H -1.410 1.059 3.640
O 3.328 4.607 -0.745
H 4.296 4.645 -0.729
H 3.072 5.499 -1.003
*
```

The value obtained for the electronic energy is -9498.751 eV. The LUMO energy is 0.99 eV. The energy above the lowest of the compared OMol25 structures with the same formula, charge and spin is 47.7 kcal per mole. As for the SMILES: C=C/C=C/C=C/C.O. Its frontier orbital gap is 10.299 eV.


[9]
The following is a quantum chemistry calculation of a cluster of 6 separate species, C40H88N4O6S2 in total in a non-equilibrium geometry, from OMol25.

```
! RIJCOSX wB97M-V def2-TZVPD def2/J DEFGRID3
* xyz 0 1
C 1.191 -3.181 -5.626
S 1.791 -4.309 -4.197
O 3.264 -4.539 -4.276
C 1.482 -3.000 -2.898
H 0.912 -3.930 -6.368
H 1.996 -2.538 -5.981
H 0.351 -2.503 -5.476
H 1.568 -3.363 -1.874
H 0.467 -2.621 -3.016
H 2.238 -2.214 -2.912
C 8.663 3.468 -2.154
S 8.702 1.736 -2.715
O 7.326 1.485 -3.275
C 8.761 0.968 -1.084
H 9.480 3.595 -1.444
H 7.724 3.620 -1.623
H 8.865 4.021 -3.071
H 8.139 1.535 -0.391
H 9.820 0.798 -0.888
H 8.294 -0.015 -1.153
C -0.322 -1.607 7.498
C -1.144 -2.164 6.308
C -0.221 -2.977 5.369
C 0.192 -4.341 5.963
C -1.066 -5.058 6.350
C -2.050 -4.321 7.233
N -2.349 -2.921 6.739
O -3.133 -2.179 7.581
C -3.339 -5.146 7.297
C -1.533 -4.388 8.711
C -1.756 -0.904 5.437
H -0.900 -0.902 8.096
H 0.615 -1.099 7.270
H 0.194 -2.325 8.136
H -0.876 -3.030 4.500
H 0.559 -2.285 5.051
H 1.039 -4.312 6.649
H 0.570 -4.912 5.114
H -0.978 -6.106 6.635
H -1.530 -5.151 5.368
H -3.865 -5.077 6.345
H -3.171 -6.208 7.479
H -4.123 -4.788 7.964
H -0.474 -4.160 8.826
H -2.050 -3.650 9.325
H -1.774 -5.301 9.256
H -2.351 -0.314 6.135
H -2.535 -1.196 4.734
H -1.010 -0.370 4.848
H -3.927 -2.068 7.054
C -0.090 4.832 -4.486
C -0.716 3.366 -4.254
C -2.278 3.371 -3.965
C -3.206 3.296 -5.170
C -2.724 2.379 -6.230
C -1.299 2.622 -6.640
N -0.373 2.511 -5.473
O 1.032 2.578 -5.827
C -0.992 1.509 -7.717
C -1.314 3.982 -7.529
C 0.070 2.734 -3.140
H -0.216 5.372 -3.547
H -0.575 5.310 -5.337
H 0.997 4.857 -4.560
H -2.595 2.606 -3.256
H -2.310 4.317 -3.425
H -3.465 4.274 -5.575
H -4.211 3.074 -4.811
H -3.437 2.591 -7.026
H -2.762 1.319 -5.982
H 0.012 1.563 -8.138
H -0.996 0.553 -7.193
H -1.756 1.446 -8.492
H -1.601 4.848 -6.932
H -0.361 4.253 -7.983
H -2.011 3.843 -8.356
H -0.267 3.018 -2.143
H 1.129 2.984 -3.215
H -0.078 1.659 -3.042
H 1.253 1.690 -6.120
C -3.161 -0.833 0.806
C -3.030 0.648 0.450
C -2.760 0.936 -1.074
C -3.869 0.573 -1.990
C -5.182 1.328 -1.642
C -5.515 1.222 -0.104
N -4.279 1.408 0.684
O -4.566 1.584 1.983
C -6.580 2.351 0.141
C -6.309 0.008 0.314
C -1.797 1.218 1.244
H -2.214 -1.369 0.742
H -3.785 -1.443 0.153
H -3.748 -0.905 1.722
H -2.632 2.007 -1.230
H -1.923 0.341 -1.441
H -4.045 -0.491 -1.832
H -3.419 0.715 -2.972
H -6.020 0.968 -2.239
H -5.097 2.374 -1.938
H -7.318 2.241 -0.653
H -6.977 2.483 1.148
H -6.274 3.361 -0.131
H -6.546 0.132 1.370
H -7.211 -0.143 -0.280
H -5.744 -0.923 0.288
H -1.731 2.305 1.292
H -0.861 0.902 0.782
H -1.823 0.837 2.265
H -4.217 2.477 2.025
C 1.230 -1.630 1.609
C 2.552 -0.792 1.524
C 3.601 -1.924 1.625
C 5.042 -1.463 1.433
C 5.217 -0.861 0.097
C 4.175 0.337 -0.174
N 2.727 -0.023 0.208
O 1.694 1.003 -0.186
C 4.609 1.651 0.434
C 4.156 0.508 -1.695
C 2.692 0.222 2.714
H 0.321 -1.035 1.697
H 1.295 -2.390 2.388
H 1.183 -2.196 0.679
H 3.461 -2.499 2.540
H 3.504 -2.626 0.797
H 5.669 -2.351 1.513
H 5.287 -0.753 2.223
H 5.441 -1.626 -0.647
H 6.123 -0.259 0.167
H 4.488 1.821 1.504
H 5.610 1.907 0.087
H 3.966 2.511 0.247
H 5.177 0.785 -1.961
H 4.023 -0.383 -2.309
H 3.563 1.393 -1.924
H 3.691 0.358 3.126
H 2.125 -0.159 3.563
H 2.254 1.158 2.365
H 1.171 0.492 -0.808
*
```

The value obtained for the electronic energy is -82812.032 eV. The LUMO energy is 0.37 eV. The energy above the lowest of the compared OMol25 structures with the same formula, charge and spin is 82.6 kcal per mole. Its frontier orbital gap is 8.538 eV.